Record 1
# C2H6N5P

C2H6N5P in the gas phase in a non-equilibrium geometry (ωB97M-V with the def2-TZVPD basis set, the Open Molecules 2025 dataset).

The value obtained for the maximum force is 4.9 eV Å⁻¹. As for the energy relative to the best compared isomer or geometry (same formula, charge and spin): 16.0 kJ/mol. The value obtained for the molar mass is 131.1 g/mol. The multiplicity is 1. Its orbital gap is 9.5 eV. The structure (SMILES) is N/P=N/[C@@H]1CNN=N1. The value obtained for the HOMO energy is -0.3206 Ha.

```
14
Properties=species:S:1:pos:R:3:forces:R:3
N -0.542160 0.579868 3.115351 -1.4 -1.3 2.8
P -0.270345 -0.774266 2.200596 -1.0 -0.3 1.8
N 0.269386 -0.046231 0.995970 1.5 0.6 -4.7
C 0.761484 -0.697154 -0.248366 0.6 -1.0 1.9
C 0.275843 -0.129035 -1.599318 3.6 -1.9 -2.7
N -0.488032 -1.270263 -2.199845 0.4 0.8 2.3
N -0.338194 -2.319383 -1.380780 -0.7 -1.4 -0.3
N 0.254367 -2.104711 -0.329218 0.3 0.1 0.4
H -0.195216 1.486759 2.921554 0.3 0.7 -0.5
H -0.954018 0.462165 4.064279 0.6 0.2 -1.2
H 1.890329 -0.883187 -0.008603 -1.7 0.9 -1.3
H -0.301660 0.717525 -1.553891 -1.3 2.0 0.4
H 1.178285 0.028875 -2.339640 -1.5 0.2 1.6
H -0.626713 -1.548850 -3.145081 0.2 0.4 -0.6
```
Forces are in eV/Å.

=====

Record 2
# C2H6N6

2 unconnected molecules or ions with the total composition C2H6N6 in a non-equilibrium geometry (ωB97M-V with the def2-TZVPD basis set, the Open Molecules 2025 dataset).

The value obtained for the maximum force is 7.1 eV Å⁻¹. As for the energy relative to the best compared isomer or geometry (same formula, charge and spin): 736.2 kJ/mol. The value obtained for the molar mass is 114.1 g/mol. The multiplicity is 1. Its orbital gap is 8.0 eV. The value obtained for the HOMO energy is -0.3394 Ha.

```
14
Properties=species:S:1:pos:R:3:forces:R:3
C -2.050520 -0.430381 0.368089 -0.2 2.3 3.5
C 1.054620 0.722719 -0.111809 0.2 -4.3 1.8
H -1.593075 0.331037 1.328072 -1.0 -1.8 -3.0
H -3.210483 0.031622 0.246987 3.5 -1.6 -0.7
H -2.051817 -1.371359 0.915646 -0.6 -0.1 -0.2
H -1.083548 0.339545 -1.293743 0.5 -3.2 1.0
H 3.460687 0.776379 -0.536716 -3.4 -1.9 2.9
H -0.333967 1.893921 -0.158856 2.7 1.0 0.0
N -1.023255 -0.652040 -0.745277 -1.0 3.8 -0.2
N 0.268118 -0.620151 -0.136890 0.5 1.4 0.1
N 1.155002 -1.826721 -0.084986 2.4 6.2 -1.7
N 2.372937 -1.241342 -0.036714 -4.2 -2.3 1.7
N 2.251640 0.077057 0.356754 4.3 2.8 -4.9
N 0.783665 1.969720 -0.110563 -3.5 -2.4 -0.5
```
Forces are in eV/Å.

=====

Record 3
# C2H6N6

C2H6N6 in the gas phase in a non-equilibrium geometry (ωB97M-V with the def2-TZVPD basis set, the Open Molecules 2025 dataset).

The value obtained for the maximum force is 7.5 eV Å⁻¹. As for the energy relative to the best compared isomer or geometry (same formula, charge and spin): 220.4 kJ/mol. The value obtained for the molar mass is 114.1 g/mol. The multiplicity is 1. Its orbital gap is 8.2 eV. The structure (SMILES) is N/N=c1/[nH]cnn1N. The value obtained for the HOMO energy is -0.2688 Ha.

```
14
Properties=species:S:1:pos:R:3:forces:R:3
N -2.455794 -0.268727 -0.119280 -0.2 0.1 4.0
N -1.283517 -1.100525 -0.168707 -1.9 -1.8 0.2
C -0.132743 -0.659883 -0.105111 1.2 0.9 -0.2
N 1.102760 -1.475002 0.005234 -6.1 -2.9 -1.2
C 2.039787 -0.615056 -0.024659 5.9 4.7 0.5
N 1.716392 0.669038 -0.081138 2.1 -2.9 0.5
N 0.374574 0.638480 -0.143695 -0.4 0.1 0.0
N -0.240878 1.866726 -0.071291 -0.6 1.3 -2.1
H -2.263845 0.425080 0.772343 -0.8 -1.8 -2.9
H -3.188206 -0.967442 0.314923 1.7 1.8 -1.2
H 1.117200 -2.450225 -0.412907 0.0 1.9 1.0
H 3.077984 -0.892673 0.224538 -0.5 0.2 -0.7
H 0.039810 2.472788 -0.934880 -0.6 -1.6 2.0
H 0.096472 2.357420 0.744624 0.2 0.0 0.2
```
Forces are in eV/Å.

=====

Record 4
# C2H6N6O

A molecular structure, C2H6N6O in a non-equilibrium geometry (ωB97M-V with the def2-TZVPD basis set, the Open Molecules 2025 dataset).

The value obtained for the maximum force is 5.9 eV Å⁻¹. As for the energy relative to the best compared isomer or geometry (same formula, charge and spin): 203.9 kJ/mol. The value obtained for the molar mass is 130.1 g/mol. The multiplicity is 1. Its orbital gap is 8.3 eV. The value obtained for the HOMO energy is -0.2836 Ha.

```
15
Properties=species:S:1:pos:R:3:forces:R:3
C 0.490799 -0.034243 -1.141208 2.0 -2.0 0.2
C -0.355536 -0.188363 0.720534 0.2 0.4 0.9
H 3.064527 -0.605148 -0.737021 -1.0 0.1 0.0
H 3.211552 -0.949078 -2.373833 -0.3 0.2 -0.5
H 0.176624 -0.281156 2.902203 -1.7 1.0 -4.1
H -1.312990 -0.738238 2.445760 -0.1 0.9 -1.1
H -3.049944 0.805156 0.328638 -1.9 0.2 0.5
H -1.949070 1.980010 0.742126 0.9 -1.3 -0.7
N 2.670143 -0.494975 -1.669050 1.0 0.4 0.8
N 1.404388 -0.168473 -1.971404 -0.5 -0.3 -2.5
N 0.811149 -0.273302 0.229488 -1.9 0.7 -1.2
N -0.595751 -0.103138 2.050446 0.4 -1.8 5.6
N -1.458161 0.048207 -0.177357 0.6 -1.0 2.8
N -2.192775 1.204990 0.094788 0.1 0.4 -1.2
O -0.914956 -0.202248 -1.444110 2.2 2.1 0.6
```
Forces are in eV/Å.

=====

Record 5
# C2H6N7O4

A gas-phase ion, C2H6N7O4 (charge +1) in a non-equilibrium geometry (ωB97M-V with the def2-TZVPD basis set, the Open Molecules 2025 dataset).

The value obtained for the maximum force is 3.7 eV Å⁻¹. As for the energy relative to the best compared isomer or geometry (same formula, charge and spin): 354.6 kJ/mol. The value obtained for the molar mass is 192.1 g/mol. The multiplicity is 1. Its orbital gap (spin up / spin down) is 7.4 / 7.4 eV. The total charge is +1. The structure (SMILES) is NC(=N\[N+](=O)[O-])/C([NH3+])=[NH+]\N=[N+]([O-])[O-]. The value obtained for the HOMO energy (spin up / spin down) is -0.4871 / -0.4870 Ha.

```
19
Properties=species:S:1:pos:R:3:forces:R:3
N 0.708569 -1.625726 -0.584781 -0.3 -2.5 -1.7
C 1.172838 -0.497846 -0.086192 1.2 -1.5 0.5
N 2.432218 -0.227195 0.149697 0.7 1.2 -1.2
N 3.507427 -1.152045 0.018758 -2.3 1.2 1.2
O 3.347754 -2.084850 -0.694684 0.0 -1.5 -1.5
O 4.409403 -0.843060 0.692251 2.3 0.1 0.9
C 0.266394 0.381720 0.425617 -1.3 3.4 0.9
N -1.196136 0.291001 0.186461 0.2 0.6 -3.5
N 0.804602 1.418917 1.175619 2.4 0.9 -1.1
N 2.076415 1.689024 0.894091 -1.8 -0.8 2.6
N 2.357700 2.136769 -0.421561 0.2 0.1 -0.5
O 1.404422 2.470864 -1.066371 -0.3 0.3 -1.0
O 3.522766 2.237804 -0.626763 0.0 0.1 -0.4
H -0.154492 -1.977369 -0.281625 -1.2 -0.3 0.5
H 1.240907 -2.391769 -1.003706 0.5 1.0 0.3
H -1.519745 -0.191582 0.974916 -1.7 -1.3 1.1
H -1.367315 -0.210000 -0.772254 0.5 0.3 2.2
H -1.827451 1.129211 0.003886 1.6 -0.3 0.7
H 0.630563 1.788497 2.110920 -0.7 -0.9 0.0
```
Forces are in eV/Å.

=====

Record 6
# C2H6NO

A gas-phase ion, C2H6NO (charge -1) in a non-equilibrium geometry (ωB97M-V with the def2-TZVPD basis set, the Open Molecules 2025 dataset).

The value obtained for the maximum force is 3.0 eV Å⁻¹. As for the energy relative to the best compared isomer or geometry (same formula, charge and spin): 63.0 kJ/mol. The value obtained for the molar mass is 60.1 g/mol. The multiplicity is 1. Its orbital gap is 6.8 eV. The total charge is -1. The structure (SMILES) is NCC[O-]. The value obtained for the HOMO energy is -0.0793 Ha.

```
10
Properties=species:S:1:pos:R:3:forces:R:3
N -0.754442 -1.354201 0.148561 0.5 0.2 0.6
C 0.411352 -0.366697 0.066350 0.6 -1.4 -2.5
C 0.223858 1.123660 -0.377731 -0.8 0.3 0.6
O 1.343851 1.835483 -0.519199 0.2 -0.5 -0.1
H -0.691202 -1.815578 1.074469 -0.1 0.4 -0.9
H -1.638697 -0.871877 0.182216 -0.3 0.4 -0.1
H 1.098949 -0.750135 -0.797599 -0.7 0.2 1.9
H 0.833056 -0.430701 1.056284 1.0 0.4 0.0
H -0.390329 1.504112 0.491466 -0.6 0.3 -0.3
H -0.436400 1.125936 -1.324817 0.2 -0.2 0.8
```
Forces are in eV/Å.

=====

Record 7
# C2H6NO

2 unconnected molecules or ions with the total composition C2H6NO in a non-equilibrium geometry (ωB97M-V with the def2-TZVPD basis set, the Open Molecules 2025 dataset).

The value obtained for the maximum force is 6.6 eV Å⁻¹. As for the energy relative to the best compared isomer or geometry (same formula, charge and spin): 269.1 kJ/mol. The value obtained for the molar mass is 60.1 g/mol. The multiplicity is 1. Its orbital gap is 12.1 eV. The total charge is +1. The value obtained for the HOMO energy is -0.5919 Ha.

```
10
Properties=species:S:1:pos:R:3:forces:R:3
C -0.461910 -0.944828 0.201818 0.0 0.4 -2.1
C 0.631585 -0.075752 -0.294218 -1.9 -0.4 -6.3
N -0.543554 0.556336 0.379433 0.2 0.2 2.6
O 1.810022 -0.009398 0.295891 0.4 0.3 0.3
H -1.252185 -1.221119 -0.460590 0.0 -0.5 -0.7
H -0.249279 -1.700109 0.926910 -0.1 0.5 1.4
H 0.530446 0.125371 -1.803803 0.5 -0.4 4.9
H -1.278751 1.178144 -0.038773 1.0 -1.0 0.3
H -0.362375 0.710787 1.382421 -0.1 0.8 -0.5
H 2.516424 -0.147413 -0.352923 0.0 0.1 0.2
```
Forces are in eV/Å.

=====

Record 8
# C2H6NO

2 unconnected molecules or ions with the total composition C2H6NO in a non-equilibrium geometry (ωB97M-V with the def2-TZVPD basis set, the Open Molecules 2025 dataset).

The value obtained for the maximum force is 3.5 eV Å⁻¹. As for the energy relative to the best compared isomer or geometry (same formula, charge and spin): 323.6 kJ/mol. The value obtained for the molar mass is 60.1 g/mol. The multiplicity is 1. Its orbital gap is 8.9 eV. The total charge is +1. The value obtained for the HOMO energy is -0.4889 Ha.

```
10
Properties=species:S:1:pos:R:3:forces:R:3
C 3.220055 -0.667826 0.020631 -1.4 -0.6 0.0
C 1.950501 0.109714 -0.109636 0.8 0.4 0.2
N -1.990944 0.506717 -0.091111 -2.4 -1.7 2.0
O 3.043175 0.780559 0.089830 -0.5 -0.7 -0.2
H 3.347986 -1.219499 0.942980 0.3 0.4 0.2
H 3.603878 -1.129055 -0.875271 0.4 0.5 -0.2
H -1.792742 -0.403834 0.376767 0.4 0.9 0.3
H -1.478291 1.282694 0.294073 0.8 0.3 0.2
H -3.030510 0.656106 0.133930 1.6 0.0 -1.1
H -1.743407 0.282094 -1.032230 -0.2 0.6 -1.3
```
Forces are in eV/Å.

=====

Record 9
# C2H6NO2

2 unconnected molecules or ions with the total composition C2H6NO2 in a non-equilibrium geometry (ωB97M-V with the def2-TZVPD basis set, the Open Molecules 2025 dataset).

The value obtained for the maximum force is 4.1 eV Å⁻¹. As for the energy relative to the best compared isomer or geometry (same formula, charge and spin): 219.7 kJ/mol. The value obtained for the molar mass is 76.1 g/mol. The multiplicity is 1. Its orbital gap is 7.8 eV. The total charge is -1. The value obtained for the HOMO energy is -0.1318 Ha.

```
11
Properties=species:S:1:pos:R:3:forces:R:3
C 0.767774 -0.789245 -1.855502 -1.1 -3.0 -0.9
O 0.220618 -1.936639 -1.076601 0.9 1.3 -0.4
H -0.090537 -0.114758 -1.728895 1.4 1.0 -0.3
H 1.813131 -0.637152 -1.588275 -0.3 1.1 0.7
H 0.903300 -1.137692 -2.918876 -0.7 0.3 0.7
C -0.491835 0.998878 1.580298 -1.5 -2.3 3.1
N -1.162670 2.083935 1.840326 -0.6 0.7 -2.1
O -0.500286 0.149744 0.643704 0.5 1.4 -0.7
H -0.134893 0.554078 2.580137 0.8 0.0 -0.6
H -0.066639 -1.398023 -0.308069 -0.2 -0.5 0.3
H -1.257968 2.226876 2.831750 0.7 0.0 0.2
```
Forces are in eV/Å.

=====

Record 10
# C2H6NO2P

A molecular structure, C2H6NO2P in a non-equilibrium geometry (ωB97M-V with the def2-TZVPD basis set, the Open Molecules 2025 dataset).

The value obtained for the maximum force is 5.8 eV Å⁻¹. As for the energy relative to the best compared isomer or geometry (same formula, charge and spin): 277.2 kJ/mol. The value obtained for the molar mass is 107.0 g/mol. The multiplicity is 1. Its orbital gap is 9.0 eV. The value obtained for the HOMO energy is -0.3098 Ha.

```
12
Properties=species:S:1:pos:R:3:forces:R:3
C -1.040179 1.324607 -1.084853 -1.7 0.4 0.9
C 1.927633 0.541649 1.514291 2.2 -4.9 -2.2
N -2.154915 1.621637 -1.327752 -1.5 0.3 -0.8
O 0.018163 1.129513 -0.620000 1.0 0.3 -0.7
O -0.471376 -0.681641 1.861218 0.2 0.1 -0.5
P 0.570508 -0.617013 0.794014 0.9 -0.5 1.4
H 2.270899 1.096371 0.675720 0.4 1.1 -0.2
H 1.509678 0.931339 2.323020 -1.9 2.7 3.1
H 2.819517 -0.077688 1.980113 -1.6 0.8 -1.3
H -3.146933 1.550111 -1.637930 2.1 -0.1 0.4
H -1.673613 -1.136040 -2.102635 -1.2 0.2 2.6
H -2.022220 -1.058996 -1.329324 1.2 -0.4 -2.7
```
Forces are in eV/Å.